Entry from OMol25: a cluster of 8 separate species, C38H98N10O14 in total in a non-equilibrium geometry (the ωB97M-V functional and the def2-TZVPD basis).

The SMILES is COCCNCCOC.COCCNCCOC.COCCNCCOC.COCCNCCOC.COCCNCCOC.COCCNCCOC.NC(N)=O.NC(N)=O. Its net charge is 0. The molar mass comes out at 919.3 g/mol. The energy relative to the best compared isomer or geometry (same formula, charge and spin) is 128.3 kJ/mol. The HOMO-LUMO gap comes out at 8.56 eV.

Element x y z (Å)
C 0.674802 1.235823 5.943544
O -0.142224 1.784991 5.188764
N 1.789686 0.623392 5.341592
N 0.427421 1.124552 7.308095
H 2.440498 0.066527 5.896598
H 1.625963 0.426477 4.341750
H -0.475686 1.448058 7.542609
H 0.992151 0.679967 7.992286
C 1.285573 0.051774 0.841310
O 1.369676 -0.246596 2.023321
N 0.328485 -0.349063 0.045668
N 2.205180 0.830114 0.213764
H -0.534433 -0.716277 0.399360
H 0.222335 0.012659 -0.876688
H 2.166484 0.777714 -0.789227
H 3.110054 0.874273 0.720306
C -2.249062 8.673764 -3.006393
O -0.987426 8.300120 -2.526684
C -1.083385 7.204891 -1.586960
C -0.754910 5.883205 -2.304882
N -0.689330 4.709345 -1.416096
C 0.511599 4.432067 -0.651302
C 0.272160 3.411162 0.432224
O -0.813988 4.016867 1.257034
C -1.112924 3.226272 2.443299
H -2.110438 9.412559 -3.742036
H -2.891195 9.012252 -2.181424
H -2.768334 7.827743 -3.530705
H -2.049892 7.232612 -1.130115
H -0.282749 7.452105 -0.826935
H 0.219951 6.053680 -2.773510
H -1.483453 5.686487 -3.088621
H -1.490159 4.662362 -0.799581
H 0.907910 5.335737 -0.109533
H 1.291050 4.136740 -1.320235
H 1.204589 3.402877 0.987377
H -0.014422 2.471818 0.007297
H -0.280213 3.180914 3.078391
H -1.463772 2.226481 2.204966
H -1.870878 3.843639 2.916985
C 1.178037 -4.624136 -7.512619
O 0.650434 -4.465944 -6.202330
C -0.142186 -3.293843 -6.044984
C -0.520713 -3.280675 -4.557760
N 0.691938 -3.445492 -3.728550
C 0.233034 -3.503187 -2.303982
C 1.435230 -3.429234 -1.291052
O 0.914663 -3.883933 -0.079317
C 1.755559 -3.532393 1.024275
H 0.409504 -4.745746 -8.286946
H 1.731540 -5.579989 -7.562808
H 1.840601 -3.789806 -7.783804
H -1.053295 -3.383899 -6.605758
H 0.370513 -2.314410 -6.303544
H -1.295154 -4.055460 -4.394468
H -0.936221 -2.294001 -4.248521
H 1.228429 -4.218252 -4.003015
H -0.495870 -4.385335 -2.161041
H -0.401208 -2.602485 -2.284137
H 1.746773 -2.378934 -1.225521
H 2.312743 -3.936469 -1.685212
H 2.820983 -3.586880 0.730826
H 1.616982 -4.305265 1.724800
H 1.463644 -2.533065 1.436758
C 3.131269 6.775032 3.601950
O 3.484223 5.439624 3.258781
C 2.627796 4.497619 3.836660
C 2.978416 3.145205 3.224371
N 4.052033 2.557717 4.029619
C 4.713497 1.448630 3.369877
C 5.667884 1.942102 2.207837
O 5.635448 0.993113 1.205164
C 6.574358 1.226595 0.205123
H 3.776908 7.431121 3.032068
H 3.323076 7.002953 4.710682
H 2.080997 6.954770 3.326654
H 1.548219 4.633323 3.546995
H 2.684933 4.329973 4.904154
H 3.198080 3.246931 2.130060
H 2.027814 2.563103 3.238369
H 3.662035 2.238431 4.896808
H 4.015503 0.835345 2.825963
H 5.198757 0.838559 4.108652
H 6.681468 2.105186 2.612194
H 5.300597 2.929768 1.906289
H 6.761695 2.297803 -0.018974
H 6.196379 0.891047 -0.755016
H 7.562795 0.773005 0.390339
C 0.220848 1.754348 -3.021011
O 0.666055 0.397357 -2.731652
C 1.460401 -0.188480 -3.735209
C 2.887539 0.240995 -3.489931
N 3.817826 -0.218167 -4.551511
C 4.009869 -1.677592 -4.753218
C 4.493482 -2.391743 -3.419120
O 5.714655 -1.713031 -3.073638
C 6.231622 -2.396702 -1.939170
H 0.352671 2.462703 -2.185416
H -0.844515 1.694187 -3.321958
H 0.750156 2.217127 -3.892393
H 1.089444 0.072929 -4.729369
H 1.335680 -1.282605 -3.654101
H 3.212900 -0.220478 -2.485049
H 2.903058 1.336096 -3.414095
H 4.720849 0.136348 -4.164123
H 4.815528 -1.836100 -5.479592
H 3.103417 -2.114937 -5.202572
H 4.696851 -3.426782 -3.592275
H 3.758168 -2.420943 -2.594919
H 5.658556 -2.280361 -0.986768
H 7.252442 -2.003085 -1.770128
H 6.314780 -3.464257 -2.144237
C -2.354934 -5.215870 0.134808
O -3.751539 -5.382251 0.462720
C -4.119093 -5.287033 1.850666
C -5.590057 -5.067316 1.810638
N -5.942591 -3.753517 1.284794
C -7.357204 -3.450678 1.065898
C -7.588998 -2.054140 0.557810
O -7.131746 -1.073117 1.439641
C -7.502459 0.232212 1.051711
H -1.721650 -5.412933 1.027839
H -2.107089 -4.190483 -0.175560
H -1.999350 -5.937343 -0.639775
H -3.572272 -4.476438 2.328320
H -3.846486 -6.199087 2.372868
H -6.127051 -5.310419 2.721730
H -5.976701 -5.873086 1.132787
H -5.353476 -3.589989 0.489278
H -7.902764 -3.543488 1.992203
H -7.805623 -4.128609 0.283366
H -8.664357 -1.922419 0.359263
H -7.193936 -1.878526 -0.462113
H -8.611687 0.430047 1.166216
H -7.123851 0.441696 0.031945
H -6.932478 0.896273 1.757370
C -3.187793 -0.723238 -2.104549
O -2.943056 -0.951112 -0.761246
C -4.097679 -0.862747 0.113118
C -3.664008 -1.204520 1.507326
N -2.879616 -0.113199 2.102218
C -2.496627 -0.242459 3.524149
C -1.237470 -1.151131 3.685946
O -1.534798 -2.434027 3.164939
C -0.690168 -3.441814 3.616164
H -2.383680 -1.169766 -2.659896
H -3.272855 0.365672 -2.313192
H -4.109630 -1.305802 -2.332568
H -4.869755 -1.513009 -0.334334
H -4.576862 0.101441 -0.001388
H -3.241217 -2.207877 1.549536
H -4.572498 -1.298109 2.148786
H -2.110553 0.171189 1.551980
H -3.409639 -0.627259 4.041557
H -2.221612 0.759748 3.916980
H -0.964591 -1.262136 4.737779
H -0.385219 -0.733524 3.134821
H -0.709997 -4.225973 2.838856
H -1.077902 -3.777757 4.572099
H 0.355559 -3.031103 3.676373

Forces on atoms 1 to 3 (eV/Å):
C -0.6 -0.7 -1.5
O 0.8 -0.4 1.3
N -0.7 0.4 1.1

These are the Löwdin partial charges, in e, on atoms 1 to 99:
1. C -0.5979
2. O -0.0045
3. N 0.1461
4. N 0.1591
5. H 0.1024
6. H 0.0853
7. H 0.0863
8. H 0.0832
9. C -0.7140
10. O -0.0037
11. N 0.2260
12. N 0.1939
13. H 0.1009
14. H 0.0685
15. H 0.0667
16. H 0.1068
17. C -0.1353
18. O -0.2024
19. C -0.1977
20. C -0.1814
21. N -0.0602
22. C -0.2425
23. C -0.1762
24. O -0.2034
25. C -0.0615
26. H 0.0668
27. H 0.0895
28. H 0.0972
29. H 0.1028
30. H 0.1368
31. H 0.1219
32. H 0.1073
33. H 0.1031
34. H 0.1288
35. H 0.0981
36. H 0.0962
37. H 0.0892
38. H 0.0271
39. H 0.0689
40. H 0.0963
41. C -0.1077
42. O -0.2044
43. C -0.2176
44. C -0.2069
45. N -0.0755
46. C -0.1517
47. C -0.2336
48. O -0.1892
49. C -0.0747
50. H 0.0840
51. H 0.0916
52. H 0.0873
53. H 0.1090
54. H 0.1348
55. H 0.1235
56. H 0.1097
57. H 0.0809
58. H 0.1301
59. H 0.0919
60. H 0.0977
61. H 0.1071
62. H 0.0950
63. H 0.0613
64. H 0.0806
65. C -0.1076
66. O -0.1814
67. C -0.2466
68. C -0.2212
69. N -0.0561
70. C -0.1856
71. C -0.2263
72. O -0.1900
73. C -0.1256
74. H 0.0751
75. H 0.1084
76. H 0.0849
77. H 0.1255
78. H 0.1203
79. H 0.1204
80. H 0.0955
81. H 0.0739
82. H 0.0826
83. H 0.1094
84. H 0.1261
85. H 0.1146
86. H 0.0961
87. H 0.0751
88. H 0.0941
89. C -0.0549
90. O -0.2556
91. C -0.2391
92. C -0.2062
93. N -0.0651
94. C -0.1554
95. C -0.2089
96. O -0.1974
97. C -0.1227
98. H 0.0483
99. H 0.0927